2 unconnected molecules or ions with the total composition C17H18ClN3O5PS at a distorted geometry, computed with ωB97M-V/def2-TZVPD.

Calculated values
**Charge**: -1
**Maximum force**: 2.4 eV Å⁻¹
**HOMO level**: -0.2067 hartree
**Calculated total energy**: -65268.132 eV

XYZ file:
```
46
Properties=species:S:1:pos:R:3:forces:R:3
C -2.246 2.381 3.206 0.41 -0.10 -1.06
C -2.552 1.440 2.507 -0.04 -0.53 0.15
C -2.826 0.276 1.576 0.09 1.14 -0.04
C -2.188 0.671 0.215 0.26 -0.58 0.48
C -2.942 1.055 -0.905 1.26 -0.03 -0.13
C -2.203 1.430 -2.059 -0.28 0.01 0.33
C -0.802 1.417 -2.089 0.22 -0.17 0.29
C -0.031 1.004 -0.967 -1.85 0.50 -0.29
C -0.763 0.638 0.178 0.61 -0.01 -0.49
S 0.209 0.126 1.615 0.20 0.02 -0.39
C 1.578 -0.723 0.791 -0.89 0.67 -0.44
C 2.151 -1.873 1.362 0.48 -0.19 -0.27
C 1.648 -2.479 2.690 -0.06 -0.48 -0.24
N 0.269 -3.033 2.572 0.01 -0.59 -0.48
C 0.082 -3.729 1.276 -0.33 0.37 -0.18
C 3.213 -2.502 0.661 -0.68 0.84 -0.15
C 3.640 -1.970 -0.565 0.02 -0.02 0.03
C 3.064 -0.808 -1.148 0.89 -0.06 1.52
P 3.714 -0.202 -2.762 -0.86 -0.01 -2.24
N 3.937 1.547 -2.632 0.18 -1.13 1.44
O 5.275 -0.815 -2.989 -0.30 0.23 1.29
C 1.991 -0.162 -0.448 1.36 -0.92 -0.51
N 1.399 1.001 -1.006 -0.75 -0.93 0.58
H -1.785 3.322 3.488 -0.58 -0.66 0.22
H -3.916 0.125 1.475 0.52 0.11 -0.02
H -2.350 -0.653 1.954 -0.30 0.58 -0.10
H -4.043 1.068 -0.884 0.69 0.20 0.03
H -2.749 1.772 -2.951 0.29 -0.17 0.52
H -0.284 1.743 -3.003 -0.22 -0.19 0.42
H 2.302 -3.339 2.966 0.14 0.75 -0.24
H 1.699 -1.726 3.503 -0.18 -0.40 -0.43
H 0.142 -3.765 3.268 0.21 0.48 0.23
H -0.214 -2.952 0.540 0.44 -0.67 0.10
H 0.987 -4.291 0.951 -0.43 0.39 -0.04
H -0.750 -4.459 1.313 0.34 0.48 0.30
H 3.673 -3.406 1.079 -0.17 0.43 -0.26
H 4.445 -2.505 -1.092 -0.34 0.47 0.18
H 3.992 1.786 -1.636 0.18 0.30 -0.32
H 4.840 1.773 -3.046 -0.25 0.17 -0.02
H 5.701 -0.362 -3.730 -0.31 -0.21 0.06
H 1.728 1.193 -1.948 -0.06 0.09 0.21
O -5.212 3.651 -1.940 0.01 -0.07 0.02
Cl -5.807 4.000 -0.664 0.04 0.03 0.02
O -7.091 4.625 -0.886 0.01 -0.05 -0.01
O -4.938 4.914 0.039 0.00 -0.03 -0.01
O -5.984 2.796 0.125 0.04 -0.04 -0.06
```
Positions in Å, forces in eV/Å.

natural (NBO) atomic charge list, values in e, 2 entries: number 1, C, carries -0.25; number 2, C, carries 0.00

A molecular structure, C17H18CrF6N3O9S3 at a distorted geometry, computed with ωB97M-V/def2-TZVPD.

Calculated values
**Charge**: 0
**Maximum force**: 1.5 eV Å⁻¹
**HOMO level (alpha / beta)**: -0.3263 / -0.3268 hartree
**<S²>**: 0.76
**Calculated total energy**: -118050.985 eV
**Spin multiplicity**: 2

XYZ file:
```
57
Properties=species:S:1:pos:R:3:forces:R:3
Cr 1.147 -0.579 0.353 0.09 1.36 0.00
F 0.791 2.010 3.139 0.02 -0.11 -0.17
C 2.064 1.688 3.310 0.21 0.15 0.08
F 2.823 2.204 2.350 -0.28 -0.01 -0.09
F 2.470 2.197 4.470 0.03 -0.17 -0.03
S 2.281 -0.171 3.374 0.41 -0.05 0.38
O 1.353 -0.804 2.425 -0.48 0.45 -0.20
O 2.090 -0.492 4.741 -0.06 -0.09 0.06
N 3.770 -0.368 2.883 -0.21 0.02 -0.22
S 3.932 -1.054 1.479 0.91 -0.19 0.25
O 3.727 -2.472 1.490 0.19 -0.22 -0.10
O 3.282 -0.346 0.370 -0.53 -0.30 -0.12
C 5.731 -0.743 1.129 -0.14 0.26 0.07
F 6.005 0.530 1.384 0.07 -0.09 -0.06
F 5.942 -0.992 -0.160 -0.04 -0.04 0.07
F 6.510 -1.526 1.857 -0.16 0.01 0.06
C 1.154 -0.069 -3.845 -0.01 -0.12 0.15
C 1.183 0.364 -2.407 0.15 -0.19 -0.20
O 1.212 -0.560 -1.561 0.12 0.22 -0.32
C 1.178 1.752 -2.064 -0.07 0.17 0.53
C 1.200 2.743 -3.066 0.01 0.01 -0.05
C 1.145 4.074 -2.757 -0.03 0.03 -0.06
C 1.041 4.464 -1.414 0.01 -0.07 -0.08
C 1.005 3.530 -0.414 0.02 -0.19 0.25
C 1.082 2.147 -0.699 0.16 0.41 -0.81
O 1.060 1.304 0.287 -0.18 -1.31 0.71
H 1.190 -1.154 -3.884 0.01 0.01 -0.03
H 1.996 0.348 -4.395 -0.01 0.01 -0.03
H 0.227 0.269 -4.309 0.00 0.04 -0.01
H 1.263 2.448 -4.104 -0.01 -0.03 0.01
H 1.166 4.817 -3.543 0.01 0.00 0.01
H 0.984 5.517 -1.168 0.00 -0.01 0.03
H 0.919 3.823 0.623 0.00 -0.02 0.01
C -7.290 -1.216 1.349 0.04 0.01 -0.05
C -5.881 -1.054 0.850 0.05 0.02 0.01
C -4.858 -0.640 1.696 -0.03 0.03 -0.03
C -3.556 -0.520 1.235 0.07 0.00 -0.01
C -3.270 -0.822 -0.087 0.31 -0.02 0.36
C -4.278 -1.209 -0.955 0.10 -0.04 -0.19
C -5.573 -1.320 -0.484 -0.02 0.06 0.03
S -1.597 -0.698 -0.668 -0.66 -0.55 -0.50
O -1.434 0.603 -1.265 -0.01 0.09 0.07
O -1.333 -1.827 -1.538 -0.14 -0.01 0.04
O -0.777 -0.846 0.603 0.21 0.44 0.07
H -7.343 -1.104 2.431 -0.01 0.02 0.00
H -7.674 -2.203 1.089 -0.04 0.01 0.01
H -7.949 -0.474 0.894 -0.02 0.00 0.02
H -5.079 -0.404 2.730 -0.01 -0.04 0.01
H -2.754 -0.208 1.889 -0.06 -0.02 0.06
H -4.038 -1.427 -1.988 -0.03 -0.05 0.02
H -6.367 -1.614 -1.160 0.03 -0.05 -0.01
N 1.553 -3.283 -1.042 -0.04 -0.45 0.08
N 1.177 -2.691 0.219 0.10 0.39 -0.19
H 2.482 -2.943 -1.259 0.02 0.13 -0.03
H 0.914 -2.890 -1.725 -0.01 0.11 -0.05
H 1.778 -3.115 0.920 -0.02 -0.03 0.11
H 0.224 -2.994 0.394 -0.04 -0.01 0.09
```
Positions in Å, forces in eV/Å.

natural (NBO) atomic charge list, values in e, 2 entries: number 1, Cr, carries 1.26; number 2, F, carries -0.29

A molecular structure, C17H18CrN9O8S at a distorted geometry, computed with ωB97M-V/def2-TZVPD.

Calculated values
**Charge**: +1
**Maximum force**: 2.4 eV Å⁻¹
**HOMO level (alpha / beta)**: -0.3902 / -0.4253 hartree
**<S²>**: 6.01
**Calculated total energy**: -86956.575 eV
**Spin multiplicity**: 5

XYZ file:
```
54
Properties=species:S:1:pos:R:3:forces:R:3
Cr 0.337 0.236 -0.772 0.32 0.67 -1.31
C -1.736 1.822 -5.203 -0.03 -0.08 -0.14
C -1.230 2.605 -4.060 0.03 0.05 -0.01
N -1.603 3.801 -3.752 -0.65 0.12 -0.97
N -0.989 4.124 -2.601 0.62 -1.04 0.16
C -0.233 3.108 -2.139 0.09 -0.03 0.30
S 0.609 2.973 -0.718 0.21 0.13 0.26
N -0.354 2.126 -3.099 -0.28 1.06 0.18
N 0.265 0.881 -2.961 0.39 -0.32 0.02
H -2.400 2.455 -5.789 0.03 -0.03 0.04
H -2.305 0.963 -4.843 -0.02 -0.06 -0.07
H -0.930 1.472 -5.848 0.04 -0.03 -0.01
H -1.128 5.028 -2.178 0.08 -0.11 0.06
H 1.268 0.935 -3.177 -0.32 0.27 -0.15
H -0.148 0.212 -3.613 -0.04 0.21 0.28
C 2.024 -3.315 -0.420 0.13 0.10 -0.09
C 0.882 -2.602 -1.084 -0.05 -0.25 -0.03
O 1.036 -1.682 -1.896 0.06 -0.06 -0.04
N -0.356 -3.020 -0.762 0.03 -0.12 0.07
C -1.530 -2.416 -1.358 0.00 0.17 -0.05
C -2.119 -1.308 -0.512 -0.26 -0.27 0.04
C -3.091 -1.610 0.428 0.03 0.15 -0.13
C -3.705 -0.587 1.135 0.32 0.22 -0.15
C -3.349 0.718 0.834 -0.19 -0.31 -0.15
C -2.341 0.935 -0.085 -0.28 0.17 0.04
N -1.691 -0.050 -0.717 -1.07 -0.26 -0.05
H 2.958 -2.789 -0.618 -0.10 0.01 0.00
H 2.109 -4.324 -0.824 -0.01 -0.04 0.02
H 1.859 -3.387 0.654 0.00 -0.04 0.03
H -0.487 -3.721 -0.050 0.14 0.01 -0.07
H -2.284 -3.190 -1.514 0.09 0.09 0.00
H -1.231 -2.009 -2.330 -0.12 -0.16 0.18
H -3.359 -2.639 0.602 -0.09 -0.13 -0.04
H -4.425 -0.803 1.906 -0.16 -0.02 0.04
H -3.807 1.550 1.336 -0.06 0.16 0.05
H -2.029 1.943 -0.316 0.18 0.03 0.12
O 3.164 -0.269 6.438 -0.09 0.03 0.44
N 3.672 -0.367 5.347 0.12 -0.02 0.01
O 4.824 -0.653 5.124 0.45 -0.10 -0.06
C 2.811 -0.136 4.203 -0.26 0.16 -1.07
C 1.476 0.179 4.435 -0.50 0.03 -0.44
C 0.623 0.320 3.357 1.49 -0.26 0.08
C 1.066 0.100 2.018 -0.13 -0.12 -0.57
O 0.221 -0.049 1.081 0.25 -0.32 1.16
C 2.486 -0.015 1.816 -0.68 0.00 1.76
C 3.331 -0.190 2.920 -0.04 0.01 0.24
N 3.048 0.042 0.542 0.93 0.12 -2.20
O 4.249 -0.127 0.395 -1.31 0.16 0.16
O 2.320 0.321 -0.477 1.56 -0.38 1.27
N -0.733 0.715 3.584 -0.95 0.28 -0.11
O -1.382 1.117 2.628 0.19 0.14 0.64
O -1.154 0.652 4.717 -0.10 -0.07 0.26
H 1.103 0.301 5.443 0.03 0.00 -0.04
H 4.387 -0.375 2.773 -0.04 0.07 0.02
```
Positions in Å, forces in eV/Å.

natural (NBO) atomic charge list, values in e, 2 entries: number 1, Cr, carries 1.15; number 2, C, carries -0.67

C17H18F3N3 in the gas phase, computed with ωB97M-V/def2-TZVPD.

Calculated values
**Structure (SMILES)**: FC(F)(F)c1cccc(N2CCN(Cc3cccnc3)CC2)c1
**Charge**: 0
**Maximum force**: 0.6 eV Å⁻¹
**HOMO level**: -0.2976 hartree
**Calculated total energy**: -30544.170 eV

XYZ file:
```
41
Properties=species:S:1:pos:R:3:forces:R:3
F 1.657 3.689 1.228 0.04 -0.22 0.07
C 0.918 3.890 0.120 0.23 0.37 0.12
F 1.718 4.563 -0.733 0.02 -0.10 -0.18
F -0.055 4.744 0.469 -0.28 -0.07 -0.05
C 0.408 2.609 -0.471 -0.09 -0.06 0.04
C -0.903 2.507 -0.912 0.11 0.06 0.05
C -1.302 1.313 -1.487 -0.01 0.16 0.03
C -0.431 0.248 -1.601 0.14 -0.16 0.00
C 0.891 0.332 -1.140 -0.22 0.50 -0.07
N 1.801 -0.694 -1.285 0.34 -0.16 -0.30
C 1.418 -1.920 -1.947 -0.06 -0.02 0.00
C 0.627 -2.834 -0.988 -0.13 0.05 -0.06
N 0.867 -2.371 0.364 0.11 -0.14 0.12
C 0.148 -3.142 1.354 0.03 0.00 0.05
C -1.324 -2.846 1.252 -0.21 -0.03 0.02
C -1.766 -1.533 1.123 -0.10 -0.14 0.05
C -3.123 -1.287 1.017 0.09 -0.07 0.02
C -3.992 -2.369 1.049 -0.08 0.24 -0.03
N -3.585 -3.619 1.173 -0.44 -0.36 0.01
C -2.287 -3.848 1.269 0.41 0.12 0.02
C 2.286 -2.209 0.589 0.02 0.02 0.01
C 2.753 -0.977 -0.228 0.16 -0.06 0.08
C 1.297 1.555 -0.590 -0.14 0.02 0.05
H -1.584 3.336 -0.811 -0.06 0.07 0.01
H -2.315 1.205 -1.843 -0.10 -0.03 -0.04
H -0.800 -0.664 -2.038 -0.02 -0.16 -0.03
H 2.347 -2.412 -2.250 -0.08 0.02 -0.04
H 0.852 -1.697 -2.851 0.06 -0.06 0.00
H -0.448 -2.778 -1.177 0.04 -0.06 -0.05
H 0.940 -3.886 -1.123 -0.04 0.07 0.02
H 0.500 -2.834 2.345 0.05 -0.08 -0.06
H 0.322 -4.229 1.254 -0.01 0.08 0.08
H -1.048 -0.727 1.093 0.07 0.08 -0.03
H -3.497 -0.280 0.912 -0.06 0.09 -0.01
H -5.063 -2.233 0.969 -0.08 0.11 -0.01
H -2.003 -4.889 1.364 0.15 -0.08 -0.01
H 2.464 -2.034 1.651 0.02 -0.06 -0.02
H 2.854 -3.109 0.294 -0.01 0.03 0.06
H 3.735 -1.168 -0.675 -0.01 0.06 0.11
H 2.835 -0.117 0.431 0.02 -0.04 -0.05
H 2.315 1.702 -0.265 0.09 -0.03 0.01
```
Positions in Å, forces in eV/Å.

natural (NBO) atomic charge list, values in e, 2 entries: number 1, F, carries -0.33; number 2, C, carries 0.98

C17H18F3N3O3S in the gas phase at a distorted geometry, computed with ωB97M-V/def2-TZVPD.

Calculated values
**Structure (SMILES)**: O=C(CCSc1nc(-c2ccco2)cc(C(F)(F)F)n1)NC[C@H]1CCCO1
**Charge**: 0
**Maximum force**: 1.3 eV Å⁻¹
**HOMO level**: -0.3196 hartree
**Calculated total energy**: -47522.412 eV

XYZ file:
```
45
Properties=species:S:1:pos:R:3:forces:R:3
O 0.556 3.542 0.784 0.43 0.04 0.22
C -0.396 3.256 0.089 -0.44 0.33 -0.48
C -0.612 3.860 -1.294 0.20 -0.05 0.08
C -0.273 2.885 -2.417 -0.35 -0.23 -0.15
S -1.573 1.618 -2.688 -0.11 0.62 -0.30
C -0.790 0.168 -2.141 0.29 -0.44 0.12
N 0.430 0.254 -1.648 0.25 -0.02 0.17
C 1.003 -0.863 -1.211 -0.61 -0.24 -0.31
C 2.307 -0.730 -0.609 0.61 -0.99 0.51
C 3.128 -1.654 0.002 -0.67 0.51 -0.45
C 4.257 -0.940 0.445 0.12 0.64 -0.07
C 4.044 0.359 0.076 0.68 -0.61 0.48
O 2.881 0.491 -0.554 -0.49 0.27 -0.30
C 0.342 -2.097 -1.310 -0.01 0.36 -0.09
C -0.927 -2.051 -1.858 0.36 0.15 0.16
C -1.732 -3.320 -2.021 -0.31 -0.60 -0.12
F -1.440 -3.945 -3.175 0.13 0.17 -0.14
F -1.461 -4.206 -1.043 0.20 0.06 0.22
F -3.047 -3.122 -2.004 0.00 0.27 0.03
N -1.508 -0.942 -2.275 -0.26 0.01 -0.14
N -1.386 2.430 0.497 -0.31 -0.30 0.15
C -1.278 1.713 1.744 0.40 -0.33 -0.03
C -0.514 0.390 1.582 0.14 0.52 0.25
C -0.271 -0.317 2.928 -0.06 -0.04 -0.22
C -0.703 -1.758 2.655 -0.14 0.11 -0.18
C -1.759 -1.551 1.573 -0.07 -0.21 0.21
O -1.246 -0.516 0.759 -0.05 0.17 -0.07
H -1.643 4.202 -1.393 0.01 0.06 0.01
H 0.055 4.720 -1.375 -0.07 -0.04 0.08
H 0.646 2.341 -2.207 0.01 0.12 -0.11
H -0.190 3.419 -3.363 0.05 -0.04 0.03
H 2.947 -2.702 0.118 -0.11 -0.23 -0.01
H 5.106 -1.333 0.965 0.20 -0.01 0.11
H 4.635 1.244 0.211 -0.01 0.17 -0.04
H 0.782 -3.016 -0.966 0.05 -0.13 0.05
H -2.038 2.070 -0.185 0.06 0.14 -0.05
H -0.728 2.353 2.438 -0.13 -0.08 0.03
H -2.283 1.519 2.127 0.05 -0.01 0.08
H 0.424 0.609 1.060 -0.08 0.01 0.08
H 0.767 -0.240 3.240 0.02 0.05 0.06
H -0.901 0.128 3.698 0.00 0.03 0.08
H -1.097 -2.260 3.534 0.02 -0.08 0.05
H 0.128 -2.338 2.252 0.02 -0.06 0.00
H -1.925 -2.424 0.942 -0.05 0.00 0.03
H -2.717 -1.247 2.019 0.02 -0.07 -0.02
```
Positions in Å, forces in eV/Å.

natural (NBO) atomic charge list, values in e, 2 entries: number 1, O, carries -0.63; number 2, C, carries 0.68

Number 4 is which compound?
C17H18F3N3